The following is a quantum chemistry calculation of C30H43Cl2GeN2O3PPdSSe as an isolated structure at a distorted geometry, from the Open Molecules 2025 dataset.

## Properties
E_HOMO (spin up / spin down), eV: -13.35 / -13.32
2S+1: 1
Lowest unoccupied orbital energy (spin up / spin down), eV: -6.8 / -6.8
DFT total energy, eV: -211427.7760
Orbital gap (spin up / spin down), eV: 6.5 / 6.5
Net charge: +2
Energy above the lowest of the compared OMol25 structures with the same formula, charge and spin, kcal/mol: 13.8

Last column: Mulliken charge in e.
CARTESIAN COORDINATES (ANGSTROEM)
Pd  -1.089597  -0.956444  0.720373  0.803
O  -0.598431  -2.571823  2.236082  -0.622
S  -0.625501  -1.648555  3.392434  1.452
O  -1.329023  -2.157581  4.527371  -0.721
O  -1.102714  -0.316709  2.899559  -0.553
C  1.080108  -1.424631  3.739778  0.132
C  1.602890  -1.869533  4.942432  -0.540
C  2.972691  -1.797772  5.145674  -0.665
C  3.796638  -1.302282  4.144961  -0.876
C  3.263711  -0.861266  2.941266  -0.318
C  1.891250  -0.913672  2.720930  -0.420
P  1.268396  -0.386196  1.065810  2.333
C  1.883661  1.295275  0.850938  0.565
C  1.954233  1.826642  -0.439552  -0.397
C  2.409811  3.120197  -0.635788  -0.693
C  2.777585  3.897469  0.457374  -0.738
C  2.671126  3.387227  1.744387  -0.752
C  2.217097  2.090586  1.946878  -0.890
C  2.244604  -1.480915  -0.009776  0.913
C  1.799443  -2.800444  -0.127265  -0.956
C  2.601347  -3.750120  -0.741949  -0.740
C  3.836482  -3.383575  -1.261994  -0.623
C  4.262400  -2.065493  -1.182947  -0.760
C  3.474556  -1.111677  -0.552514  -0.437
H  0.929088  -2.274898  5.686632  0.600
H  3.396383  -2.141022  6.080890  0.438
H  4.867665  -1.268681  4.296261  0.453
H  3.924665  -0.476676  2.174484  0.521
H  1.675401  1.214052  -1.289221  -0.050
H  2.488633  3.522996  -1.637838  0.512
H  3.153362  4.901356  0.304038  0.450
H  2.951454  3.996841  2.593692  0.498
H  2.138600  1.695590  2.951363  0.549
H  0.848571  -3.093007  0.300105  0.200
H  2.264606  -4.776121  -0.814115  0.473
H  4.465809  -4.127767  -1.734158  0.435
H  5.220174  -1.778560  -1.599217  0.471
H  3.826619  -0.089517  -0.479561  0.439
Cl  -2.386542  -4.232908  0.092919  -0.054
C  -3.419713  -3.685791  1.405361  -0.465
Cl  -3.573875  -1.887481  1.443888  -0.081
H  -2.992713  -3.984566  2.353129  0.319
H  -4.412138  -4.083135  1.241580  0.419
C  1.814615  -2.111249  -4.088538  -0.867
Ge  0.131880  -1.261942  -4.579972  0.642
C  0.286757  0.048568  -6.010636  -1.178
C  -1.208716  -2.640315  -4.937085  -1.228
C  -0.359097  -0.248023  -2.895346  0.818
Se  -1.184063  -1.459695  -1.616056  0.304
C  -3.023666  -1.099461  -2.103808  -0.864
H  2.063301  -2.906803  -4.792255  0.479
H  1.717620  -2.554642  -3.095960  0.020
H  2.639091  -1.397016  -4.074105  0.370
H  0.620125  -0.451756  -6.921352  0.387
H  1.014672  0.820553  -5.758848  0.366
H  -0.675555  0.520769  -6.212950  0.381
H  -0.777804  -3.353816  -5.640948  0.435
H  -2.121282  -2.241108  -5.382244  0.328
H  -1.459634  -3.185876  -4.027145  0.368
H  -1.023111  0.600058  -3.063452  0.645
H  0.562694  0.113927  -2.440979  -1.793
H  -3.154960  -1.427938  -3.132368  0.391
H  -3.233079  -0.035354  -2.022484  0.178
H  -3.671109  -1.669722  -1.444899  0.321
C  -4.274496  2.815994  1.335145  -1.020
C  -3.417178  1.539204  1.144288  -0.620
N  -2.026461  1.880405  0.827458  0.580
C  -1.442894  2.604272  1.969637  0.026
C  -2.270872  3.871848  2.293675  -0.989
N  -3.348134  3.991938  1.253708  -0.018
C  -2.735660  4.066854  -0.114314  -0.924
C  -1.970500  2.738862  -0.355682  -0.187
H  -4.771962  2.836401  2.302161  0.336
H  -5.029025  2.928448  0.559402  0.356
H  -3.831106  0.931873  0.341291  0.273
H  -3.408282  0.949705  2.058985  0.621
H  -0.415496  2.868739  1.718742  -0.283
H  -1.414060  1.932705  2.819665  0.586
H  -1.668519  4.777188  2.260109  0.377
H  -2.749532  3.813394  3.268740  0.314
H  -3.878900  4.843393  1.426825  0.301
H  -2.079520  4.934019  -0.140565  0.348
H  -3.534301  4.220380  -0.836640  0.377
H  -0.924541  2.942095  -0.581612  0.234
H  -2.396047  2.203738  -1.204291  0.185

Atomic forces in eV per Å
Pd 0.7 1.5 0.2
O 0.1 -0.3 0.9
S -0.3 -1.3 0.1
O 0.2 0.4 0.2
O 0.1 0.0 -0.6
C 0.1 0.1 -0.1
C -0.1 0.1 -0.1
C 0.1 0.0 0.0
C 0.0 0.0 0.1
C 0.0 0.1 -0.1
C -0.4 0.1 0.1
P -0.4 -1.0 -0.5
C -0.4 0.1 -0.1
C 0.0 0.0 0.0
C 0.0 0.0 0.0
C 0.0 0.0 0.0
C 0.0 0.0 0.0
C 0.0 0.0 0.0
C -0.1 0.1 -0.1
C 0.1 -0.1 0.0
C 0.0 0.1 0.0
C 0.0 0.0 0.0
C 0.0 0.0 0.0
C 0.0 0.0 0.0
H 0.1 0.0 0.0
H 0.0 0.0 0.0
H 0.0 0.0 0.0
H 0.0 0.0 0.0
H 0.1 0.1 0.1
H 0.0 0.0 0.0
H 0.0 0.0 0.0
H 0.0 0.0 0.0
H 0.0 0.0 0.0
H 0.0 0.0 0.1
H 0.0 0.0 0.0
H 0.0 0.0 0.0
H 0.0 0.0 0.0
H 0.0 0.0 0.0
Cl -0.1 0.1 0.0
C 0.2 -0.1 -0.1
Cl 0.1 0.0 -0.4
H 0.1 0.1 0.1
H -0.1 0.1 0.1
C 0.0 0.0 -0.1
Ge 0.0 0.0 0.2
C 0.0 -0.1 0.0
C 0.0 0.1 0.0
C 0.0 0.0 0.0
Se 0.4 -0.2 -0.2
C 0.0 0.1 0.0
H 0.0 0.0 0.0
H 0.0 0.0 0.0
H 0.0 0.0 0.0
H 0.0 0.0 0.0
H 0.0 0.0 0.0
H 0.0 0.0 0.0
H 0.0 0.0 0.0
H 0.0 0.0 0.0
H 0.0 -0.1 0.0
H 0.0 0.0 0.1
H 0.0 -0.1 -0.1
H 0.0 0.0 0.0
H 0.0 0.0 0.0
H 0.0 0.0 0.0
C -0.1 -0.3 0.0
C 0.2 0.2 0.0
N -0.2 0.4 0.2
C -0.1 -0.1 -0.3
C 0.2 -0.1 0.1
N 0.0 0.0 0.0
C 0.1 -0.1 -0.2
C 0.0 -0.1 0.1
H 0.0 0.1 0.0
H 0.0 0.1 0.0
H 0.0 0.0 0.0
H 0.0 -0.1 0.0
H 0.0 0.0 0.0
H 0.0 -0.1 0.1
H -0.1 0.1 -0.1
H -0.1 0.0 0.0
H 0.0 0.0 0.0
H 0.0 0.0 0.1
H -0.1 0.0 0.1
H 0.0 0.0 0.0
H 0.0 0.0 0.0

***

The following is a quantum chemistry calculation of a 2-piece molecular cluster, C5H9NO overall at a distorted geometry, from the Open Molecules 2025 dataset.

## Properties
E_HOMO, eV: -9.69
2S+1: 1
Lowest unoccupied orbital energy, eV: 0.8
DFT total energy, eV: -8865.2545
Orbital gap, eV: 10.5
Energy above the lowest of the compared OMol25 structures with the same formula, charge and spin, kcal/mol: 91.3

Last column: natural (NBO) charge in e.
CARTESIAN COORDINATES (ANGSTROEM)
C  -1.331287  -1.732936  0.861936  -0.454
N  -0.736348  -1.129290  -0.330434  -0.492
C  0.370369  -0.511022  -0.295742  0.552
C  0.973070  0.033744  -1.500014  -0.707
O  1.026130  -0.234275  0.943059  -0.706
H  -0.739153  -1.770564  1.856813  0.201
H  -2.238315  -1.161664  1.054137  0.203
H  -1.608540  -2.740296  0.456300  0.213
H  0.258664  -0.031847  -2.274162  0.248
H  1.925673  -0.539686  -1.772589  0.238
H  1.147352  1.136491  -1.465579  0.233
H  1.558679  0.531953  0.740593  0.480
C  0.074552  2.670680  0.809341  -0.265
C  -0.757451  1.928363  0.371114  -0.212
H  0.685975  3.403954  1.217730  0.228
H  -1.189959  1.168557  -0.206127  0.239

Atomic forces in eV per Å
C 0.5 -0.4 0.2
N 1.3 0.1 0.3
C -0.8 -0.5 2.8
C 2.2 0.7 -0.9
O -0.7 -1.1 -1.9
H -0.6 0.0 -1.9
H -0.2 -0.2 0.1
H 0.0 0.6 1.1
H -0.7 -0.6 -1.0
H -1.2 1.0 0.3
H 0.4 -0.8 0.4
H 0.4 0.4 0.2
C -1.0 -0.2 -0.2
C 0.8 0.7 -0.1
H 0.7 0.7 0.5
H -1.0 -0.4 -0.1

***

The following is a quantum chemistry calculation of one molecule with the formula C3H5NO2 at a distorted geometry, from the Open Molecules 2025 dataset.

## Properties
E_HOMO, eV: -9.88
2S+1: 1
Lowest unoccupied orbital energy, eV: -0.3
DFT total energy, eV: -8773.4858
Orbital gap, eV: 9.6
Energy above the lowest of the compared OMol25 structures with the same formula, charge and spin, kcal/mol: 97.1

Last column: natural (NBO) charge in e.
CARTESIAN COORDINATES (ANGSTROEM)
C  0.173579  0.550768  1.237147  -0.455
N  -0.449929  -0.672282  0.729717  -0.667
C  -0.180581  -0.890596  -0.614663  0.553
O  -0.432521  -1.916166  -1.244634  -0.529
C  0.370454  0.212708  -1.608236  0.300
O  0.558325  -0.251881  -2.725283  -0.436
H  1.405540  0.284047  1.316003  0.212
H  -0.576256  0.712641  2.273062  0.220
H  0.133664  1.677261  0.663447  0.212
H  -1.217710  -1.121465  1.445842  0.446
H  0.215436  1.414965  -1.472402  0.143

Atomic forces in eV per Å
C 0.5 1.8 2.5
N -1.3 1.0 0.3
C -1.3 -2.8 -0.6
O 0.0 1.2 1.9
C -1.2 0.9 -2.4
O 0.5 1.9 2.3
H -3.5 1.2 0.6
H 3.3 0.0 -2.5
H -0.4 -3.5 1.2
H 2.7 1.0 -3.4
H 0.7 -2.7 0.0